Formula: C42H48HfIN5S2
Source: the Open Molecules 2025 dataset
Level of theory: ωB97M-V with the def2-TZVPD basis set

CARTESIAN COORDINATES (ANGSTROEM)
1 Hf -1.1946 0.2465 0.7333
2 C -0.8762 -2.9514 -0.7880
3 C 0.4811 -3.5970 -0.5006
4 C 1.3999 -3.4142 -1.7138
5 C 1.1575 -3.0760 0.7465
6 C 1.8626 -3.9953 1.5183
7 C 2.5944 -3.6023 2.6236
8 C 2.6349 -2.2649 2.9713
9 C 1.9390 -1.3160 2.2356
10 C 2.0127 0.1313 2.6572
11 C 1.4370 0.3001 4.0667
12 C 3.4435 0.6708 2.6058
13 C 1.1765 -1.7238 1.1234
14 N 0.4998 -0.7252 0.3689
15 C 1.2536 0.0781 -0.4308
16 C 0.6622 1.2567 -0.9460
17 N -0.6606 1.4499 -0.7171
18 C -1.2808 2.6421 -1.1459
19 C -1.7217 3.5499 -0.1682
20 C -2.1622 4.8028 -0.5739
21 C -2.2001 5.1506 -1.9123
22 C -1.8704 4.2133 -2.8702
23 C -1.4201 2.9489 -2.5113
24 C -1.2058 1.9085 -3.5853
25 C -0.1713 2.3167 -4.6331
26 C -2.5629 1.6389 -4.2540
27 C -1.7950 3.2124 1.3124
28 C -2.9851 2.2822 1.5847
29 C -0.5061 2.6456 1.9364
30 C 1.7033 2.0822 -1.5305
31 C 1.7954 3.3627 -2.0309
32 C 3.0558 3.8293 -2.4450
33 C 4.1921 3.0577 -2.3893
34 C 4.1404 1.7467 -1.8581
35 C 5.2071 0.8321 -1.6913
36 C 4.9842 -0.4009 -1.1222
37 C 3.7245 -0.7995 -0.6405
38 C 2.6621 0.0664 -0.7838
39 C 2.8899 1.3122 -1.4244
40 H -1.4389 -3.5853 -1.4724
41 H -0.7259 -1.9795 -1.2658
42 H -1.4525 -2.8326 0.1380
43 H 0.3274 -4.6718 -0.3520
44 H 1.6028 -2.3587 -1.8782
45 H 0.9236 -3.8204 -2.6027
46 H 2.3445 -3.9299 -1.5644
47 H 1.8622 -5.0357 1.2258
48 H 3.1393 -4.3342 3.1976
49 H 3.2293 -1.9490 3.8138
50 H 1.4195 0.7313 1.9565
51 H 2.0483 -0.2303 4.7909
52 H 0.4213 -0.0901 4.1304
53 H 1.4254 1.3501 4.3468
54 H 4.0820 0.1571 3.3160
55 H 3.4437 1.7297 2.8523
56 H 3.8692 0.5479 1.6135
57 H -2.4687 5.5212 0.1700
58 H -2.5045 6.1433 -2.1981
59 H -1.9580 4.4677 -3.9140
60 H -0.8452 0.9845 -3.1165
61 H -0.4525 3.2410 -5.1245
62 H -0.0933 1.5419 -5.3898
63 H 0.8081 2.4507 -4.1819
64 H -2.8703 2.4947 -4.8469
65 H -3.3434 1.4576 -3.5154
66 H -2.4975 0.7759 -4.9131
67 H -2.0056 4.1608 1.8174
68 H -2.8877 1.3373 1.0253
69 H -3.9072 2.7636 1.2574
70 H -3.0762 2.0712 2.6531
71 H -0.5742 1.5498 2.1187
72 H -0.3477 3.1073 2.9118
73 H 0.3736 2.8809 1.3314
74 H 0.9380 4.0138 -2.1021
75 H 3.1245 4.8386 -2.8202
76 H 5.1368 3.4477 -2.7344
77 H 6.1992 1.1121 -2.0108
78 H 5.8068 -1.0955 -1.0305
79 H 3.6203 -1.7677 -0.1754
80 I -4.0855 -2.2805 -4.1069
81 C -3.8290 -1.6883 -2.1193
82 C -4.4609 -2.1615 -0.9809
83 N -3.9155 -1.5163 0.0617
84 N -2.9702 -0.6419 -0.3321
85 C -2.9153 -0.7367 -1.6597
86 H -5.2339 -2.8966 -0.8735
87 H -4.2081 -1.5835 1.0292
88 H -2.2531 -0.1207 -2.2407
89 S -1.9456 -0.8712 2.9458
90 C -2.1467 -2.5158 3.1722
91 N -1.1960 -3.3540 3.5495
92 C -1.5652 -4.7424 3.7430
93 C -3.0834 -4.7807 3.9085
94 S -3.7061 -3.2827 3.0766
95 H -0.2311 -3.0638 3.6434
96 H -1.0702 -5.1287 4.6347
97 H -1.2362 -5.3313 2.8772
98 H -3.4049 -4.7156 4.9503
99 H -3.5359 -5.6526 3.4449

Properties
Net charge: +2
Orbital gap (eV): 5.92
Lowest unoccupied orbital energy (eV): -5.72
Maximum force (eV Å⁻¹): 2.88

Taken from the Löwdin analysis, the atomic charges in e are:
1. Hf 1.414
2. C -0.076
3. C -0.347
4. C -0.030
5. C -0.155
6. C -0.038
7. C -0.054
8. C -0.026
9. C -0.152
10. C -0.373
11. C -0.057
12. C -0.021
13. C -0.186
14. N -0.112
15. C -0.190
16. C -0.192
17. N -0.100
18. C -0.166
19. C -0.142
20. C -0.016
21. C -0.034
22. C -0.014
23. C -0.149
24. C -0.368
25. C -0.031
26. C -0.059
27. C -0.333
28. C -0.060
29. C -0.040
30. C -0.087
31. C 0.002
32. C -0.045
33. C 0.011
34. C -0.146
35. C 0.015
36. C -0.044
37. C -0.001
38. C -0.100
39. C -0.083
40. H 0.094
41. H 0.057
42. H 0.063
43. H 0.136
44. H 0.072
45. H 0.090
46. H 0.091
47. H 0.121
48. H 0.114
49. H 0.120
50. H 0.088
51. H 0.085
52. H 0.025
53. H 0.085
54. H 0.087
55. H 0.091
56. H 0.070
57. H 0.121
58. H 0.118
59. H 0.123
60. H 0.113
61. H 0.085
62. H 0.091
63. H 0.065
64. H 0.088
65. H 0.075
66. H 0.069
67. H 0.146
68. H -0.008
69. H 0.119
70. H 0.096
71. H -0.005
72. H 0.120
73. H 0.113
74. H 0.111
75. H 0.113
76. H 0.122
77. H 0.122
78. H 0.113
79. H 0.114
80. I 0.948
81. C -0.708
82. C -0.079
83. N 0.015
84. N -0.123
85. C -0.193
86. H 0.138
87. H 0.104
88. H 0.088
89. S 0.666
90. C -1.041
91. N 0.000
92. C -0.181
93. C -0.361
94. S 0.990
95. H 0.146
96. H 0.141
97. H 0.136
98. H 0.095
99. H 0.093

Formula: C42H48N7O6P3S3Sn
Source: the Open Molecules 2025 dataset
Level of theory: ωB97M-V with the def2-TZVPD basis set

CARTESIAN COORDINATES (ANGSTROEM)
1 Sn -0.1723 0.3466 0.2562
2 C 2.8941 -4.8840 -1.5593
3 N 2.1658 -3.9513 -0.7164
4 C 2.0627 -4.0259 0.6438
5 C 1.3046 -2.9568 1.0277
6 N 0.9529 -2.2287 -0.0682
7 C 1.4759 -2.8433 -1.1129
8 P 1.2603 -2.4332 -2.8647
9 C 1.9882 -0.7731 -2.9363
10 N 2.4682 -0.0627 -1.9429
11 C 2.8417 1.1356 -2.4799
12 C 2.5773 1.1465 -3.8203
13 N 2.0456 -0.0813 -4.1117
14 C 1.5233 -0.4989 -5.3979
15 C -0.5072 -1.8757 -2.8438
16 N -0.8519 -0.7411 -2.3607
17 C -2.2484 -0.5303 -2.7357
18 C -2.6516 -1.7315 -3.6252
19 N -1.4926 -2.6143 -3.4686
20 C -1.2285 -3.6377 -4.4599
21 H 3.3482 -5.6365 -0.9204
22 H 2.2224 -5.3733 -2.2624
23 H 3.6785 -4.3710 -2.1129
24 H 2.5301 -4.8128 1.2099
25 H 0.9858 -2.6868 2.0210
26 H 3.2609 1.9234 -1.8738
27 H 2.7102 1.9004 -4.5768
28 H 1.8950 0.1785 -6.1622
29 H 1.8562 -1.5098 -5.6301
30 H 0.4323 -0.4683 -5.4033
31 H -2.3828 0.4742 -3.1318
32 H -2.8770 -1.5593 -4.6833
33 H -2.1834 -4.0350 -4.7995
34 H -0.6856 -3.2561 -5.3328
35 H -0.6610 -4.4633 -4.0323
36 S -1.1254 1.1261 2.7823
37 C -1.7464 -0.4336 2.5619
38 N -1.5173 -1.1334 1.4534
39 C -2.0548 -2.4066 1.5052
40 C -1.9872 -3.3742 0.5000
41 C -2.6100 -4.5909 0.7015
42 C -3.3090 -4.8548 1.8809
43 C -3.4002 -3.8964 2.8739
44 C -2.7681 -2.6746 2.6782
45 S -2.7357 -1.2778 3.7138
46 H -1.4523 -3.1582 -0.4153
47 H -2.5624 -5.3499 -0.0695
48 H -3.7901 -5.8142 2.0176
49 H -3.9558 -4.0919 3.7817
50 C -5.6868 -2.6659 -4.3810
51 C -5.1738 -1.6603 -3.3857
52 C -3.8756 -1.9981 -2.7105
53 C -3.3420 -0.9271 -1.7149
54 C -4.2463 0.2113 -1.3977
55 C -5.3652 0.4252 -2.0791
56 C -5.8220 -0.5296 -3.0975
57 S -3.6695 1.2670 -0.0939
58 O -4.0580 0.5890 1.1270
59 O -4.2287 2.5749 -0.3199
60 O -2.1921 1.2532 -0.3229
61 H -4.8802 -3.3036 -4.7496
62 H -6.1521 -2.1833 -5.2408
63 H -6.4312 -3.3239 -3.9261
64 H -3.8984 -3.0186 -2.3136
65 H -2.9263 -1.3526 -0.8061
66 H -5.9591 1.3056 -1.8688
67 H -6.7464 -0.3029 -3.6185
68 C 2.2836 1.5058 3.8824
69 P 2.2546 0.0987 2.6964
70 C 4.0023 0.0320 2.1551
71 C 5.0889 0.3591 2.9684
72 C 6.3794 0.3346 2.4631
73 C 6.6021 -0.0231 1.1376
74 C 5.5307 -0.3578 0.3246
75 C 4.2367 -0.3292 0.8320
76 C 2.1561 -1.3084 3.8692
77 C 0.9865 -1.4321 4.6233
78 C 0.7754 -2.5413 5.4279
79 C 1.7297 -3.5483 5.4910
80 C 2.8975 -3.4318 4.7511
81 C 3.1104 -2.3207 3.9446
82 H 2.9659 1.3343 4.7150
83 H 1.2758 1.6410 4.2738
84 H 2.5717 2.4155 3.3531
85 H 4.9290 0.6367 4.0031
86 H 7.2143 0.5951 3.1015
87 H 7.6107 -0.0356 0.7436
88 H 5.6936 -0.6270 -0.7122
89 H 3.3979 -0.5565 0.1858
90 H 0.2296 -0.6574 4.5671
91 H -0.1422 -2.6208 5.9974
92 H 1.5637 -4.4178 6.1142
93 H 3.6501 -4.2094 4.8001
94 H 4.0198 -2.2532 3.3609
95 C 4.1593 3.6532 0.6414
96 O 2.9678 3.8611 -0.1156
97 P 1.5754 3.2935 0.5154
98 O 1.2675 4.5707 1.4878
99 C 0.0801 4.4935 2.2881
100 O 0.5967 3.5409 -0.7328
101 C 0.4834 4.7958 -1.4117
102 H 4.9988 3.6871 -0.0505
103 H 4.1507 2.6786 1.1395
104 H 4.2760 4.4400 1.3885
105 H -0.7872 4.2016 1.6922
106 H -0.0866 5.4848 2.7020
107 H 0.2106 3.7783 3.1021
108 H -0.4489 4.7650 -1.9696
109 H 1.3256 4.9267 -2.0907
110 H 0.4603 5.6194 -0.6986

Properties
Net charge: 0
Orbital gap (eV): 7.57
Lowest unoccupied orbital energy (eV): 0.22
Maximum force (eV Å⁻¹): 0.72

Atom charges from the Löwdin analysis, given in e for atoms 1 to 99:
1. Sn 1.144
2. C -0.037
3. N -0.126
4. C -0.037
5. C -0.138
6. N 0.009
7. C -0.476
8. P 1.170
9. C -0.500
10. N 0.060
11. C -0.125
12. C -0.054
13. N -0.129
14. C -0.032
15. C -0.475
16. N 0.069
17. C -0.192
18. C -0.156
19. N -0.098
20. C -0.073
21. H 0.090
22. H 0.082
23. H 0.088
24. H 0.122
25. H 0.095
26. H 0.091
27. H 0.117
28. H 0.091
29. H 0.079
30. H 0.088
31. H 0.160
32. H 0.157
33. H 0.085
34. H 0.080
35. H 0.072
36. S 0.543
37. C -1.159
38. N -0.135
39. C -0.317
40. C -0.040
41. C -0.084
42. C -0.096
43. C -0.086
44. C -0.449
45. S 1.056
46. H 0.091
47. H 0.099
48. H 0.099
49. H 0.107
50. C -0.047
51. C -0.250
52. C -0.131
53. C -0.164
54. C -0.235
55. C -0.033
56. C -0.023
57. S 0.464
58. O -0.314
59. O -0.302
60. O -0.550
61. H 0.066
62. H 0.081
63. H 0.085
64. H 0.152
65. H 0.117
66. H 0.114
67. H 0.112
68. C -0.273
69. P 0.950
70. C -0.409
71. C -0.100
72. C -0.085
73. C -0.091
74. C -0.082
75. C -0.114
76. C -0.386
77. C -0.113
78. C -0.079
79. C -0.092
80. C -0.091
81. C -0.101
82. H 0.040
83. H 0.002
84. H 0.024
85. H 0.101
86. H 0.101
87. H 0.100
88. H 0.101
89. H 0.057
90. H 0.061
91. H 0.103
92. H 0.100
93. H 0.100
94. H 0.099
95. C -0.128
96. O -0.350
97. P 0.751
98. O -0.348
99. C -0.133